Entry 1:
A structure of composition C25H31N4NiS3 in a non-equilibrium geometry, computed with the ωB97M-V functional and the def2-TZVPD basis.

As for the net charge: +1. Its molar mass is 542.44 g/mol. The value obtained for the total energy is -3892.845727 hartree.

Atoms and positions in Å:
Ni1 0.15 -0.25 -0.97
C1 4.14 -1.37 -2.31
C2 3.11 -0.34 -2.62
N1 1.87 -0.61 -2.55
C3 1.25 2.03 -2.28
C4 2.56 2.27 -2.29
S1 3.74 1.25 -3.09
C5 -1.09 2.48 -1.20
C6 -2.13 3.32 -1.00
S2 -3.51 2.45 -0.54
C7 -2.65 0.99 -0.63
N2 -1.39 1.14 -0.97
C8 -3.33 -0.32 -0.39
H1 3.68 -2.35 -2.25
H2 4.64 -1.13 -1.37
H3 4.91 -1.36 -3.09
H4 2.98 3.12 -1.76
H5 -2.13 4.39 -1.11
H6 -4.28 -0.34 -0.92
H7 -3.51 -0.49 0.67
H8 -2.71 -1.13 -0.77
C9 -3.45 -2.29 3.79
C10 -2.63 -2.52 2.56
C11 -2.89 -3.60 1.72
C12 -2.14 -3.84 0.58
C13 -2.45 -5.01 -0.32
C14 -1.10 -2.96 0.27
C15 -0.80 -1.88 1.11
C16 -1.57 -1.67 2.25
N3 0.26 -1.04 0.71
C17 1.47 -0.87 1.55
C18 2.51 -1.84 0.97
C19 1.31 -1.20 3.03
C20 1.96 0.57 1.41
H9 -4.45 -2.70 3.69
H10 -3.53 -1.23 4.02
H11 -2.99 -2.78 4.66
H12 -3.71 -4.27 1.96
H13 -2.45 -5.94 0.24
H14 -1.72 -5.10 -1.12
H15 -3.44 -4.90 -0.77
H16 -0.49 -3.13 -0.61
H17 -1.38 -0.81 2.87
H18 2.22 -2.87 1.18
H19 3.49 -1.66 1.43
H20 2.60 -1.72 -0.11
H21 0.87 -2.18 3.19
H22 0.71 -0.45 3.56
H23 2.30 -1.20 3.48
H24 2.04 0.87 0.36
H25 2.94 0.68 1.86
H26 1.27 1.26 1.91
S3 0.73 0.56 -3.11
C21 0.27 3.04 -1.65
N4 0.01 4.07 -2.65
C22 0.49 5.35 -2.61
C23 1.14 5.85 -1.54
C24 1.31 4.97 -0.41
C25 0.92 3.69 -0.44
H27 -0.49 3.78 -3.48
H28 0.29 5.94 -3.50
H29 1.49 6.87 -1.53
H30 1.75 5.35 0.50
H31 1.04 3.04 0.42



Entry 2:
A structure of composition C25H31N5O2RuS in a non-equilibrium geometry, computed with the ωB97M-V functional and the def2-TZVPD basis.

As for the net charge: +1. For the energy above the lowest of the compared OMol25 structures with the same formula, charge and spin, the calculation gives 2.8 kcal per mole. Its molar mass is 566.69 g/mol. Its spin multiplicity is 6. The value obtained for the total energy is -1888.342214 hartree.

Atoms and positions in Å:
Ru1 -0.21 1.15 0.26
O1 -1.57 0.37 -1.36
C1 -1.68 0.60 -2.62
C2 -2.30 -0.37 -3.47
C3 -2.40 -0.18 -4.82
C4 -1.90 0.99 -5.43
C5 -1.34 1.95 -4.65
C6 -1.22 1.80 -3.25
C7 -0.65 2.86 -2.51
N1 -0.44 2.91 -1.24
C8 0.21 4.10 -0.70
C9 1.62 3.68 -0.29
N2 1.49 2.67 0.75
C10 2.21 2.81 1.81
C11 2.30 1.93 2.93
C12 3.32 2.16 3.86
C13 3.54 1.30 4.91
C14 2.72 0.18 5.05
C15 1.69 -0.05 4.18
C16 1.41 0.83 3.10
O2 0.36 0.63 2.37
H1 -2.69 -1.26 -2.99
H2 -2.86 -0.94 -5.43
H3 -1.99 1.12 -6.50
H4 -0.97 2.87 -5.10
H5 -0.37 3.74 -3.10
H6 -0.33 4.44 0.18
H7 0.25 4.91 -1.43
H8 2.20 4.54 0.04
H9 2.11 3.23 -1.16
H10 2.88 3.67 1.86
H11 3.96 3.03 3.74
H12 4.35 1.48 5.61
H13 2.89 -0.51 5.87
H14 1.03 -0.91 4.30
S1 -4.65 2.01 1.76
C17 -3.83 1.15 2.99
C18 -2.56 0.88 2.61
N3 -2.24 1.35 1.36
C19 -3.25 1.96 0.79
H15 -4.32 0.90 3.92
H16 -1.81 0.37 3.19
H17 -3.22 2.39 -0.20
C20 1.24 -3.78 1.67
C21 -0.03 -3.51 0.87
N4 0.24 -3.12 -0.52
C22 0.38 -4.19 -1.51
C23 -0.76 -5.20 -1.51
C24 0.54 -1.85 -0.80
C25 0.80 -1.45 -2.22
N5 0.64 -0.92 0.11
H18 0.98 -4.06 2.69
H19 1.89 -2.90 1.72
H20 1.81 -4.60 1.23
H21 -0.63 -2.73 1.34
H22 -0.64 -4.41 0.85
H23 1.33 -4.71 -1.34
H24 0.43 -3.73 -2.49
H25 -0.71 -5.90 -0.68
H26 -0.71 -5.79 -2.43
H27 -1.73 -4.69 -1.49
H28 1.69 -1.95 -2.60
H29 0.98 -0.37 -2.24
H30 -0.04 -1.67 -2.87
H31 0.55 -1.22 1.07



Entry 3:
The molecule C25H31N5O4 in a non-equilibrium geometry, computed with the ωB97M-V functional and the def2-TZVPD basis.

For the energy above the lowest of the compared OMol25 structures with the same formula, charge and spin, the calculation gives 105.6 kcal per mole. Its molar mass is 465.55 g/mol. The SMILES is NC(=O)C[C@@H](NC(=O)c1ccccc1)c1ccc(N2CCC(N3CCCC3)CC2)c([N+](=O)[O-])c1. The value obtained for the total energy is -1545.948635 hartree.

Atoms and positions in Å:
N1 -2.59 -3.59 1.54
C1 -3.36 -2.58 1.10
O1 -3.87 -1.78 1.85
C2 -3.52 -2.49 -0.41
C3 -2.87 -1.18 -0.89
N2 -3.61 -0.07 -0.36
C4 -4.10 0.92 -1.14
O2 -3.84 1.00 -2.33
C5 -4.95 1.93 -0.44
C6 -5.04 3.20 -1.01
C7 -5.82 4.18 -0.43
C8 -6.53 3.90 0.73
C9 -6.46 2.63 1.29
C10 -5.67 1.65 0.72
C11 -1.41 -1.15 -0.46
C12 -0.93 -0.22 0.46
C13 0.40 -0.21 0.83
C14 1.33 -1.13 0.31
N3 2.65 -1.02 0.58
C15 3.68 -1.24 -0.41
C16 4.43 0.07 -0.68
C17 5.02 0.64 0.62
N4 5.82 1.84 0.49
C18 5.25 3.00 -0.15
C19 6.45 3.94 -0.24
C20 7.57 2.99 -0.67
C21 7.17 1.65 -0.04
C22 3.87 0.86 1.61
C23 3.16 -0.48 1.82
C24 0.80 -2.14 -0.53
N5 1.51 -3.32 -0.85
O3 1.07 -4.04 -1.73
O4 2.49 -3.62 -0.17
C25 -0.54 -2.10 -0.94
H1 -2.42 -3.68 2.53
H2 -2.13 -4.24 0.91
H3 -4.59 -2.46 -0.65
H4 -3.07 -3.35 -0.91
H5 -2.93 -1.10 -1.98
H6 -3.89 -0.15 0.61
H7 -4.49 3.39 -1.92
H8 -5.88 5.16 -0.88
H9 -7.14 4.66 1.19
H10 -7.02 2.41 2.19
H11 -5.65 0.67 1.16
H12 -1.59 0.52 0.87
H13 0.74 0.56 1.50
H14 3.22 -1.57 -1.35
H15 4.37 -2.02 -0.07
H16 5.21 -0.12 -1.41
H17 3.73 0.80 -1.10
H18 5.69 -0.12 1.05
H19 4.44 3.41 0.46
H20 4.86 2.80 -1.16
H21 6.29 4.76 -0.95
H22 6.66 4.35 0.74
H23 8.54 3.33 -0.34
H24 7.59 2.90 -1.76
H25 7.83 1.38 0.80
H26 7.22 0.84 -0.78
H27 3.17 1.59 1.20
H28 4.26 1.23 2.55
H29 2.34 -0.38 2.54
H30 3.87 -1.20 2.23
H31 -0.86 -2.86 -1.63



Entry 4:
A structure of composition C25H32As2ClO11Os in a non-equilibrium geometry, computed with the ωB97M-V functional and the def2-TZVPD basis.

As for the net charge: +1. For the energy above the lowest of the compared OMol25 structures with the same formula, charge and spin, the calculation gives 0.0 kcal per mole. Its molar mass is 884.05 g/mol. The value obtained for the total energy is -6821.584984 hartree.

Atoms and positions in Å:
Os1 0.02 0.16 0.22
C1 -0.31 0.03 -3.34
C2 -0.67 0.77 -2.10
C3 -1.82 0.43 -1.36
C4 -2.17 1.14 -0.21
C5 -3.38 0.77 0.59
C6 -1.36 2.21 0.19
C7 -0.21 2.60 -0.53
C8 0.58 3.81 -0.19
C9 0.14 1.81 -1.64
H1 -0.71 0.59 -4.19
H2 -0.77 -0.95 -3.34
H3 0.76 -0.04 -3.45
H4 -2.41 -0.42 -1.67
H5 -4.25 1.34 0.24
H6 -3.24 0.99 1.65
H7 -3.61 -0.29 0.48
H8 -1.60 2.74 1.10
H9 0.21 4.62 -0.83
H10 1.64 3.66 -0.41
H11 0.48 4.09 0.85
H12 1.06 2.04 -2.16
O1 0.96 -0.89 1.09
C10 5.07 0.83 -1.17
O2 4.49 -0.39 -0.69
C11 3.40 -0.80 -1.29
O3 2.85 -0.19 -2.19
C12 2.74 -2.02 -0.71
C13 3.27 -2.99 0.04
As1 2.33 -4.36 1.10
C14 2.81 -5.91 -0.01
C15 0.48 -4.28 0.44
C16 -0.06 -3.34 -0.34
As2 0.87 -1.89 -1.23
C17 0.97 -2.71 -3.00
C18 -1.52 -3.22 -0.63
O4 -1.92 -2.60 -1.60
O5 -2.32 -3.71 0.30
C19 -3.73 -3.64 0.04
C20 -0.37 -5.51 0.74
O6 -0.91 -6.07 -0.18
O7 -0.47 -6.02 1.96
C21 -0.01 -5.38 3.15
C22 4.77 -3.16 0.18
O8 5.59 -2.77 -0.59
O9 5.05 -3.90 1.26
C23 6.44 -4.18 1.48
H13 5.95 0.98 -0.56
H14 4.36 1.65 -1.05
H15 5.34 0.72 -2.22
H16 3.88 -6.10 0.09
H17 2.56 -5.73 -1.06
H18 2.26 -6.78 0.34
H19 1.43 -3.69 -2.84
H20 1.59 -2.11 -3.66
H21 -0.03 -2.84 -3.41
H22 -4.20 -4.09 0.91
H23 -3.96 -4.20 -0.86
H24 -4.04 -2.60 -0.08
H25 -0.48 -5.92 3.97
H26 -0.32 -4.33 3.18
H27 1.07 -5.45 3.25
H28 6.48 -4.78 2.38
H29 6.99 -3.25 1.61
H30 6.85 -4.73 0.63
Cl1 1.56 1.36 5.18
C24 0.11 1.90 4.30
C25 0.38 1.81 2.80
O10 1.10 2.61 2.25
O11 -0.19 0.79 2.25
H31 -0.08 2.93 4.58
H32 -0.72 1.26 4.59